--- A ---
C7H12O3 in the gas phase. Source: OMol25; level of theory: ωB97M-V with the def2-TZVPD basis set.

Output
**Net charge**: 0
**SMILES**: CC1(C)C[C@]1(CO)C(=O)O
**HOMO energy**: -9.70 eV

Bonds (Å) are listed after each position.
CARTESIAN COORDINATES (ANGSTROEM)
1 C 1.4424 1.4113 -0.4132  C2 1.516, H11 1.097, H12 1.100, H13 1.100
2 C 0.3970 0.7892 0.4911  C1 1.516, C3 1.516, C4 1.502, C5 1.527
3 C 0.9337 0.4222 1.8606  C2 1.516, H14 1.099, H15 1.098, H16 1.100
4 C -1.0346 1.2261 0.3710  C2 1.502, C5 1.506, H17 1.091, H18 1.091
5 C -0.6441 -0.1397 -0.1294  C2 1.527, C4 1.506, C6 1.518, C8 1.503
6 C -0.7036 -0.4733 -1.6087  C5 1.518, O7 1.503, H19 1.096, H20 1.103
7 O -0.8663 -1.9278 -1.9515  C6 1.503, H21 0.960
8 C -1.1006 -1.3241 0.6753  C5 1.503, O9 1.223, O10 1.327
9 O -2.3065 -1.4961 0.7807  C8 1.223
10 O -0.2739 -2.3577 0.7644  C8 1.327, H22 1.037
11 H 1.0205 1.7952 -1.3497  C1 1.097
12 H 1.9205 2.2498 0.1138  C1 1.100
13 H 2.2256 0.6820 -0.6664  C1 1.100
14 H 1.5077 1.2664 2.2688  C3 1.099
15 H 0.1350 0.1803 2.5738  C3 1.098
16 H 1.6102 -0.4429 1.7925  C3 1.100
17 H -1.6394 1.2655 1.2778  C4 1.091
18 H -1.2869 1.9696 -0.3871  C4 1.091
19 H -1.4791 0.1302 -2.0943  C6 1.096
20 H 0.2085 -0.1640 -2.1466  C6 1.103
21 H -0.0006 -2.3328 -2.0417  O7 0.960
22 H -0.0655 -2.7295 -0.1813  O10 1.037

--- B ---
2 unconnected molecules or ions with the total composition C7H12O3. Source: OMol25; level of theory: ωB97M-V with the def2-TZVPD basis set.

Output
**Net charge**: 0
**SMILES**: C=CC(=C)C.COC(=O)O
**HOMO energy**: -8.83 eV

Bonds (Å) are listed after each position.
CARTESIAN COORDINATES (ANGSTROEM)
1 C -1.7743 -0.6310 -0.9956  C2 1.329, H6 1.080, H7 1.077
2 C -0.6408 -1.2303 -0.6469  C1 1.329, C3 1.453, H8 1.084
3 C -0.1582 -1.4128 0.7117  C2 1.453, C4 1.337, C5 1.499
4 C 0.9695 -2.0947 0.9362  C3 1.337, H9 1.079, H10 1.071
5 C -0.9446 -0.8113 1.8374  C3 1.499, H11 1.088, H12 1.087, H13 1.085
6 H -2.4533 -0.2031 -0.2735  C1 1.080
7 H -2.0579 -0.5296 -2.0292  C1 1.077
8 H 0.0021 -1.6340 -1.4213  C2 1.084
9 H 1.5313 -2.5340 0.1263  C4 1.079
10 H 1.3391 -2.2711 1.9262  C4 1.071
11 H -1.8722 -1.3607 1.9827  C5 1.088
12 H -0.3790 -0.8452 2.7649  C5 1.087
13 H -1.1882 0.2231 1.6176  C5 1.085
14 C 1.9765 1.3431 -0.2275  O15 1.423, H19 1.099, H20 1.089, H21 1.097
15 O 0.6930 1.7678 0.2153  C14 1.423, C16 1.323
16 C -0.2365 2.0569 -0.6803  O15 1.323, O17 1.191, O18 1.344
17 O -1.3329 2.4056 -0.3728  C16 1.191
18 O 0.1852 1.9415 -1.9515  C16 1.344, H22 0.971
19 H 1.8787 0.4818 -0.9034  C14 1.099
20 H 2.5121 1.0518 0.6743  C14 1.089
21 H 2.5030 2.1611 -0.7348  C14 1.097
22 H -0.5527 2.1250 -2.5560  O18 0.971

Consider the structures shown above. The least stable of them is A.